Molecular formula: C33H44CoN4P2
Method: DFT, ωB97M-V/def2-TZVPD

Last column: Löwdin charge in e.
Element x y z (Å)
Co: 0.88220 0.18996 -1.95008  0.256
C: -0.99380 2.95192 3.34678  -0.141
C: 0.02720 2.49393 2.64998  -0.110
C: 0.18323 1.14525 1.94336  -0.204
C: -0.64965 0.89987 0.64360  -0.222
C: -2.07565 1.38051 0.54295  -0.113
C: -2.96224 1.33902 1.52121  -0.101
C: -2.67299 1.00352 2.95446  -0.188
C: -2.19130 2.19616 3.80201  -0.181
C: -0.02018 3.28442 -3.48382  -0.118
H: -0.94394 3.99822 3.68008  0.114
H: 0.81531 3.20811 2.33919  0.095
H: -0.03647 0.33416 2.66792  0.074
H: 1.24804 1.00517 1.62203  0.045
H: -0.16957 1.31016 -0.27926  0.006
H: -0.61699 -0.20288 0.52606  0.064
H: -2.42012 1.71820 -0.43686  0.103
H: -3.98326 1.68228 1.30898  0.110
H: -1.96244 0.18705 3.02087  0.093
H: -3.56172 0.58405 3.44727  0.113
H: -3.02430 2.89146 3.93283  0.111
H: -1.93994 1.80881 4.79304  0.116
H: -0.16058 4.38164 -3.57475  0.073
H: -0.84203 2.75587 -3.99766  0.074
H: 0.91190 3.04592 -4.01265  0.063
P: -0.38187 -1.37454 -2.07163  0.900
P: 2.12689 -1.33497 0.95815  1.130
N: -2.06951 -2.07259 -1.91411  -0.221
N: 0.06502 -2.46795 -3.44283  -0.228
N: 1.28901 -2.37466 2.19334  -0.244
N: 3.66906 -2.18267 1.39826  -0.256
C: 0.26638 -2.42862 -0.72450  -0.430
C: 1.78865 -2.33209 -0.52381  -0.417
C: -3.15994 -1.52620 -2.57440  -0.148
C: -4.21214 -2.45149 -2.54487  -0.095
C: -3.74441 -3.60976 -1.85386  -0.089
C: -2.42560 -3.35735 -1.49033  -0.164
C: 0.54033 -2.03826 -4.67098  -0.155
C: 0.79761 -3.16805 -5.46456  -0.094
C: 0.46112 -4.32495 -4.68152  -0.083
C: 0.02268 -3.85326 -3.44012  -0.144
C: 1.04956 -1.97017 3.52417  -0.149
C: 0.34886 -2.98160 4.16799  -0.101
C: 0.12109 -4.02919 3.23129  -0.090
C: 0.73440 -3.65631 2.04554  -0.158
C: 3.99374 -3.28435 2.20579  -0.126
C: 5.32625 -3.62591 1.99500  -0.095
C: 5.84069 -2.71235 1.01923  -0.108
C: 4.81143 -1.85974 0.65906  -0.175
H: 0.02351 -3.49337 -0.86222  0.046
H: -0.31277 -2.08619 0.15302  0.063
H: 2.20846 -3.34651 -0.40400  0.097
H: 2.36220 -1.82557 -1.33315  0.046
H: -3.10113 -0.52749 -2.98881  0.097
H: -5.19940 -2.31265 -2.95203  0.085
H: -4.26737 -4.52986 -1.64126  0.091
H: -1.75808 -4.00647 -0.93639  0.090
H: 0.65278 -0.97639 -4.86105  0.084
H: 1.18956 -3.17376 -6.47525  0.087
H: 0.52607 -5.37495 -4.93972  0.090
H: -0.31285 -4.41675 -2.57896  0.087
H: 1.41874 -1.03336 3.93625  0.109
H: 0.00289 -2.98477 5.18929  0.090
H: -0.45102 -4.92798 3.41672  0.094
H: 0.80540 -4.23409 1.13609  0.101
H: 3.27268 -3.74890 2.85870  0.095
H: 5.86271 -4.42990 2.47688  0.088
H: 6.83877 -2.69883 0.61173  0.086
H: 4.77565 -1.04161 -0.04464  0.095
C: -0.69334 6.27146 -1.36530  -0.052
C: -0.21983 5.14338 -0.43056  -0.593
C: 0.97866 5.69807 0.33353  -0.055
C: -1.36014 4.90561 0.53748  -0.078
C: 0.03296 3.74400 -0.98799  0.043
C: 0.16686 3.03034 -2.01730  -0.123
H: -0.82366 7.14081 -0.69765  0.090
H: -1.65425 6.05109 -1.84912  0.090
H: 0.02477 6.54708 -2.14586  0.084
H: 0.68153 6.64340 0.81099  0.089
H: 1.30698 4.99454 1.10452  0.070
H: 1.81724 5.90168 -0.34220  0.091
H: -2.24230 4.57338 -0.02117  0.095
H: -1.09287 4.10557 1.23259  0.043
H: -1.55940 5.84321 1.06896  0.095

Cartesian forces, eV/Å:
Co 1.4 3.0 0.1
C 0.1 0.4 0.3
C 1.0 -0.1 -1.8
C 0.4 0.1 0.2
C 0.3 -0.2 -0.4
C 0.1 -0.5 -0.1
C -0.7 0.7 0.4
C -0.1 -0.4 0.3
C -0.4 -0.3 0.2
C 0.6 -0.1 -0.6
H 0.0 -0.4 -0.1
H -0.4 -0.3 0.5
H 0.2 0.4 -0.5
H -1.0 0.4 0.6
H 0.2 -0.1 1.0
H -0.3 0.4 0.0
H 0.2 -0.1 0.1
H 0.3 -0.1 0.0
H 0.2 -0.1 -0.1
H 0.0 0.3 -0.2
H 0.0 0.0 0.0
H -0.2 0.0 0.2
H -0.1 -0.7 -0.1
H 0.3 0.1 0.5
H -0.3 0.0 0.0
P -2.8 -5.2 -1.3
P 1.3 -3.1 2.4
N 0.3 0.3 -0.1
N 0.1 0.5 0.5
N -0.7 0.4 0.2
N 1.0 0.5 -0.8
C -0.1 0.0 0.0
C 0.0 -0.4 0.0
C -0.8 -1.1 0.3
C 1.1 0.7 0.1
C 1.3 0.8 0.1
C -1.0 0.2 -0.2
C 0.1 -1.3 -0.5
C -0.3 0.6 0.9
C -0.3 1.2 1.1
C 0.4 -0.2 -1.1
C -0.4 -1.0 -0.3
C 0.3 0.6 -0.6
C 0.6 0.6 -0.6
C -0.3 0.4 0.8
C 0.5 0.3 -0.5
C -1.0 0.9 -0.4
C -0.7 0.2 -0.1
C 0.1 -0.7 0.9
H 0.0 0.7 -0.1
H 0.4 -0.4 -0.2
H 0.0 0.5 0.0
H -0.5 -0.3 0.2
H 0.0 -0.2 0.0
H 0.0 0.1 -0.1
H -0.1 0.1 0.0
H -0.3 0.3 -0.2
H 0.0 -0.3 -0.1
H -0.1 0.1 0.2
H 0.0 0.3 -0.1
H 0.0 0.2 -0.4
H -0.1 -0.3 -0.4
H 0.1 0.2 0.0
H 0.2 0.0 -0.1
H 0.1 0.3 0.0
H 0.0 0.2 0.0
H -0.1 0.1 0.0
H 0.0 0.0 0.0
H 0.1 0.0 0.0
C 0.1 -0.4 -0.7
C -0.1 -0.9 1.2
C 0.3 -0.1 0.1
C -0.4 0.0 0.5
C 0.8 -0.2 -4.4
C -1.0 2.6 2.7
H 0.0 -0.3 -0.4
H 0.2 0.0 0.1
H 0.0 -0.1 0.2
H 0.2 -0.3 0.0
H 0.0 0.2 -0.1
H -0.1 -0.1 0.1
H 0.0 0.2 0.2
H -0.2 0.4 0.0
H -0.3 -0.2 0.1

Output
Gap between HOMO and LUMO (spin up / spin down), eV: 5.42 / 7.34
Spin multiplicity: 4
Expectation value of S²: 3.78
LUMO level (spin up / spin down), hartree: -0.020 / -0.028
Max |F|, eV/Å: 6.007
Net charge: 0

Molecular formula: H31O16
Method: DFT, ωB97M-V/def2-TZVPD

Last column: Löwdin charge in e.
Element x y z (Å)
O: 3.29357 3.14294 -2.67367  -0.077
H: 2.70694 -0.10649 -1.27421  0.012
H: -0.59861 3.66997 -0.64217  -0.018
O: -1.17495 -0.04883 4.93279  -0.074
H: 2.44512 3.33762 -2.23573  -0.004
H: 3.14157 2.35913 -3.20071  0.016
O: -1.97998 -0.07375 -1.29155  -0.075
H: -1.36864 0.26717 4.04155  -0.014
H: 1.52548 -1.24627 -5.26267  0.027
O: -1.50859 3.55040 -0.89106  -0.049
H: -1.32052 4.11519 3.17809  0.023
H: -1.97981 2.99830 -0.28989  -0.005
O: -2.07233 4.24412 3.76405  -0.060
H: 0.11083 -1.87701 -5.39111  0.024
H: 3.06546 -3.47110 -1.66140  0.039
O: -3.84917 -1.44256 -2.43512  -0.088
H: -2.92595 -1.50376 -2.69544  0.015
H: -3.71209 -1.81657 -1.55783  0.016
O: 1.31237 -3.99642 0.63075  -0.046
H: 0.49720 -3.58982 0.35774  -0.007
H: 1.73003 -4.45687 -0.10569  0.033
O: -1.30140 -1.07691 1.05394  -0.315
H: -0.59192 -1.62170 1.38912  -0.009
H: -2.49822 0.67468 -1.55065  0.027
O: -1.37973 1.10439 2.19218  -0.189
H: -2.09419 1.37400 1.60675  0.019
O: 1.08511 -1.23282 -0.38845  -0.049
H: 0.75058 -1.96092 0.12871  -0.018
H: 0.33761 -0.62419 -0.37534  0.033
O: 0.89838 -1.84714 -4.85481  -0.051
H: -1.74154 -0.25130 -0.35865  -0.018
H: -1.90607 3.67722 4.52072  0.029
O: 3.38170 -3.84223 -0.84979  -0.050
H: 1.40110 2.22814 -1.06548  0.043
H: 3.13787 -3.32000 -0.08158  0.033
O: -2.17548 -3.46661 0.15912  -0.069
H: -1.30798 -3.75097 -0.04162  -0.031
H: -2.07137 -2.51596 0.43051  0.000
O: 2.88201 0.66425 -0.74953  -0.054
H: 1.58319 2.32499 2.91700  0.039
H: 2.75585 0.35126 0.15072  0.033
O: 1.29453 2.05714 2.04160  -0.062
H: 0.38995 1.70247 2.15108  0.002
H: -1.33108 0.06972 1.78542  -0.007
O: 1.26245 3.15432 -0.79197  -0.072
H: -1.56502 -0.89374 5.14720  0.021
H: 1.46579 2.96651 0.13709  0.030

Cartesian forces, eV/Å:
O -0.1 0.4 -0.2
H -0.3 -0.7 -0.3
H 0.8 -0.5 0.4
O 0.6 0.6 0.8
H 0.5 0.0 0.1
H -0.1 -0.2 0.0
O 1.3 -0.9 -0.6
H -0.4 -0.3 -0.4
H -0.2 0.1 -0.2
O -1.0 0.9 -1.3
H 0.0 -0.2 0.0
H 0.1 -0.5 0.8
O -0.1 0.3 0.0
H -0.2 0.2 -0.3
H -0.4 0.8 -0.3
O -0.2 -0.8 -0.2
H 0.2 0.5 -0.4
H -0.5 0.1 0.3
O 0.0 -0.2 1.2
H -0.4 -0.4 -0.4
H -0.2 0.1 -0.3
O -0.4 0.0 0.1
H 0.1 0.1 0.4
H -0.3 0.6 0.6
O 0.0 -0.9 -0.2
H -0.1 0.6 0.3
O 0.3 -0.1 -0.3
H 0.2 0.0 0.1
H -0.2 0.2 -0.1
O 0.4 -0.3 0.5
H -0.4 0.4 0.1
H 0.0 -0.2 0.0
O 1.1 -1.2 0.2
H -0.1 0.1 -0.5
H -0.2 0.5 -0.4
O -1.5 0.7 0.3
H 1.1 -0.6 -0.5
H 0.1 -0.3 0.1
O 0.5 0.9 0.1
H 0.0 0.0 0.0
H -0.2 0.0 0.1
O 0.1 0.1 -0.2
H -0.3 0.0 -0.1
H 0.4 0.5 0.2
O 0.0 -0.8 0.4
H -0.3 -0.1 -0.6
H 0.1 0.6 0.5

Output
Gap between HOMO and LUMO, eV: 9.48
LUMO level, hartree: 0.084
Energy above the lowest of the compared OMol25 structures with the same formula, charge and spin, kcal/mol: 53.8
Max |F|, eV/Å: 1.893
Net charge: -1

Molecular formula: C18H27F4O16
Method: DFT, ωB97M-V/def2-TZVPD

Last column: Löwdin charge in e.
Element x y z (Å)
O: -0.08688 -0.68305 0.66194  -0.373
H: 0.12022 -0.47777 -0.23562  -0.136
C: 1.24616 -3.23611 -0.88997  -0.107
C: -0.11740 -3.74223 -0.47409  -0.289
O: 0.12580 -5.18690 -0.27808  0.125
C: 1.41861 -5.41829 -0.58443  -0.489
O: 1.96142 -6.59169 -0.52611  0.040
O: 2.10853 -4.31758 -0.85084  0.091
F: -0.96691 -3.66049 -1.49335  0.091
H: 1.69041 -2.75973 -0.02697  0.114
H: 1.08050 -2.49117 -1.73115  0.169
H: -0.31602 -3.22455 0.52641  0.163
C: -1.60156 2.21679 0.98709  -0.072
C: -2.90128 1.67414 1.41325  -0.302
O: -3.81968 2.72186 1.38538  0.199
C: -3.16709 3.72988 0.92161  -0.676
O: -3.62813 4.80589 0.88529  0.179
O: -1.87166 3.59285 0.96527  0.146
F: -2.86173 1.26357 2.71008  0.070
H: -1.46349 1.80913 0.15319  0.032
H: -1.00661 1.65726 1.70127  0.133
H: -3.36568 0.73260 0.80846  0.203
C: 3.13637 -0.51418 2.12766  -0.012
C: 3.24800 -0.15635 0.69283  -0.320
O: 4.29210 -1.16211 0.31580  0.131
C: 4.57194 -2.06991 1.24181  -0.553
O: 5.34743 -3.03302 1.21973  0.113
O: 3.95459 -1.69668 2.37471  0.082
F: 3.74848 0.97252 0.37859  0.138
H: 2.28782 -0.57233 2.49962  0.024
H: 3.69578 0.29039 2.62263  0.159
H: 2.28480 -0.14868 0.29761  0.106
C: -0.38859 -0.65570 3.66565  -0.065
C: -1.52291 -1.58587 3.17149  -0.201
O: -2.48052 -1.37497 4.21435  0.123
C: -1.99475 -0.57671 5.17433  -0.602
O: -2.76434 -0.19346 6.05445  0.110
O: -0.81011 -0.15497 4.91815  0.114
F: -1.05396 -2.94004 3.06656  0.007
H: -0.02202 0.10193 2.81662  0.137
H: 0.50317 -1.15268 3.88592  0.102
H: -2.01958 -1.34168 2.33345  0.100
C: -2.39161 -0.46779 -1.41824  -0.069
O: -3.03726 0.83707 -1.51353  -0.152
C: -2.96346 1.52499 -2.75020  -0.154
C: -1.94844 2.62912 -2.78100  -0.277
O: -0.79722 2.10831 -2.63401  -0.058
C: 0.29868 2.88760 -2.22980  -0.163
C: 1.58008 2.23471 -2.31695  -0.178
O: 1.83681 1.88361 -3.68813  -0.153
C: 3.02176 1.30324 -3.92655  -0.207
H: -2.51131 -1.21614 -2.15472  0.079
H: -2.54668 -0.96465 -0.47768  0.080
H: -1.43401 -0.46076 -1.49761  -0.008
H: -3.91205 1.76765 -2.87961  0.079
H: -3.01008 0.81865 -3.53959  0.125
H: -2.21038 3.41515 -2.20243  0.095
H: -1.86414 3.22114 -3.75916  0.160
H: 0.17682 3.00895 -1.19592  0.125
H: 0.39850 3.69865 -2.69982  0.072
H: 1.78512 1.44321 -1.56051  0.112
H: 2.52089 2.85074 -1.80830  0.183
H: 2.83327 0.26745 -3.76508  0.053
H: 3.94100 1.52707 -3.24612  0.102
H: 3.64250 1.23211 -5.05568  0.151

Cartesian forces, eV/Å:
O 0.1 -0.2 1.4
H 0.2 0.3 -1.0
C -0.6 2.6 1.8
C 1.8 -0.9 2.0
O 0.6 1.4 -0.2
C 2.4 -6.3 0.8
O -2.7 5.6 -0.4
O 0.5 -2.1 -2.3
F -1.3 0.5 -0.2
H -0.7 1.7 0.0
H 1.1 -1.5 0.3
H -1.1 -0.7 -1.6
C -2.0 0.5 6.0
C -3.4 -4.3 -0.6
O -0.9 -2.7 -0.6
C -0.1 3.2 2.4
O -1.7 2.7 -1.6
O 3.3 -0.7 -0.8
F 0.1 -0.3 1.0
H 1.9 -2.6 -7.5
H 1.4 1.4 0.3
H 1.4 2.4 1.3
C 9.6 1.5 -1.1
C 0.8 -4.5 1.2
O -1.0 0.3 -2.5
C 1.8 -1.8 1.6
O -2.3 2.9 -0.8
O -1.3 0.1 0.2
F 2.0 3.7 -0.3
H -8.0 -1.1 3.0
H -0.3 0.1 0.4
H -1.7 -1.4 -1.7
C 0.7 1.1 -3.0
C 2.1 -0.7 3.8
O 0.6 -1.8 -1.0
C -4.9 1.2 2.0
O 2.3 -0.9 -1.1
O 1.5 1.1 -0.2
F -1.0 1.9 0.5
H -1.5 -1.1 1.9
H 1.2 -1.5 0.1
H -1.0 0.6 -3.3
C -4.4 0.6 0.6
O 0.8 -1.6 0.7
C 1.7 -1.5 0.7
C -3.5 1.1 -4.8
O 6.5 -3.9 1.2
C -1.6 -5.4 3.5
C 4.9 -1.1 0.8
O -1.4 2.5 0.6
C 5.2 -2.4 -1.4
H -1.9 -0.5 -1.6
H -0.6 0.4 0.6
H 6.5 1.4 0.0
H -4.4 2.8 -0.3
H 1.6 -1.0 -1.2
H -0.8 2.3 3.2
H -1.3 -0.8 0.1
H -0.3 1.1 1.8
H 0.0 6.8 -3.9
H -1.0 -0.8 -1.0
H -2.3 -0.2 -1.8
H 0.4 -1.4 0.2
H -1.8 0.4 -0.7
H -2.7 1.2 2.6

Output
Gap between HOMO and LUMO, eV: 8.38
LUMO level, hartree: 0.086
Energy above the lowest of the compared OMol25 structures with the same formula, charge and spin, kcal/mol: 46.4
Max |F|, eV/Å: 9.763
Net charge: -1